An isolated molecule of C7H17NO5Si at a distorted geometry. Source: the OMol25 dataset; level of theory: the ωB97M-V functional and the def2-TZVPD basis.

Element x y z (Å)
C 0.5321 0.5447 2.2331
C 0.0507 -2.3706 1.4105
C 0.2061 1.3319 -3.0197
C -1.0340 -1.8201 -1.7694
C -2.3260 2.1776 0.6775
C 1.2671 -1.5808 0.9757
C 1.0891 -0.0518 0.9602
N 2.3024 0.6207 0.7471
O -0.5029 0.2193 2.7239
O 1.2468 1.5599 2.7485
O 0.5895 0.8891 -1.7621
O -1.4000 -0.7388 -0.9127
O -1.3213 1.8556 -0.2405
Si -0.4097 0.5359 -0.4809
H -0.3845 -2.1462 2.5389
H 0.1613 -3.4294 1.1614
H -0.8091 -2.0500 0.8617
H 0.1565 2.4422 -3.1676
H -0.8754 1.0382 -3.1204
H 0.9850 1.0502 -3.6821
H -0.3143 -1.4616 -2.4884
H -1.9337 -2.1375 -2.3382
H -0.6620 -2.5720 -1.2057
H -1.8012 2.2547 1.6347
H -3.1272 1.4013 0.7394
H -2.6946 3.2978 0.5593
H 1.5004 -1.6798 -0.1041
H 2.0917 -1.8537 1.6321
H 2.0756 1.6742 2.3018
H 3.0106 -0.0713 0.4621
H 2.3309 1.0702 -0.0761

## Properties
SMILES ... CC[C@](N)(C(=O)O)[Si](OC)(OC)OC
Charge ... 0
Largest force on an atom ... 0.090 hartree/bohr
2S+1 ... 1
HOMO level ... -9.241 eV
Energy above the lowest of the compared OMol25 structures with the same formula, charge and spin ... 0.00 kcal per mole